1.
This record from the OMol25 dataset describes a structure of composition C13H25BF4N4OsSTe. The level of theory is the ωB97M-V functional and the def2-TZVPD basis.

```
50
C13H25BF4N4OsSTe (the ωB97M-V functional and the def2-TZVPD basis)
Os -0.058 0.333 -0.296
N 1.699 1.496 0.043
C 2.299 1.107 1.345
C 1.273 1.294 2.467
N 0.057 0.539 2.136
H 2.410 1.356 -0.684
H 1.523 2.509 0.076
H 3.192 1.704 1.551
H 2.585 0.052 1.284
H 1.019 2.351 2.567
H 1.719 0.962 3.410
H -0.778 0.997 2.494
H 0.070 -0.393 2.545
F -1.656 -0.873 -0.438
B -3.186 -0.338 0.227
F -3.697 -1.442 0.703
F -3.683 0.250 -0.863
F -2.628 0.543 1.108
Te -1.731 2.327 -1.203
C -0.658 4.101 -0.749
C -1.334 5.095 -0.030
C -0.757 6.338 0.147
C 0.493 6.611 -0.395
C 1.172 5.626 -1.106
C 0.618 4.371 -1.269
H -2.316 4.886 0.376
H -1.279 7.105 0.699
H 0.928 7.594 -0.283
H 2.129 5.857 -1.548
H 1.127 3.627 -1.869
C -1.145 -2.652 -2.645
N -0.781 -3.341 -1.427
C -1.776 -4.305 -0.997
C 0.294 -3.058 -0.711
S 1.218 -1.570 -0.973
N 0.814 -3.901 0.178
C 1.720 -3.468 1.219
C 0.777 -5.344 0.025
H -1.172 -3.368 -3.471
H -0.435 -1.862 -2.883
H -2.140 -2.218 -2.533
H -2.761 -3.845 -1.097
H -1.639 -4.579 0.045
H -1.752 -5.200 -1.620
H 1.535 -2.431 1.497
H 2.758 -3.580 0.894
H 1.559 -4.104 2.090
H 0.469 -5.623 -0.976
H 0.122 -5.814 0.757
H 1.785 -5.725 0.184
```

Output
**LUMO (spin up / spin down)**: -6.56 / -8.96 eV
**Expectation value of S²**: 6.0171
**Multiplicity**: 5
**Charge**: +2


2.
This record from the OMol25 dataset describes a cluster of 7 separate species, C30H42BF18O18PS in total. The level of theory is the ωB97M-V functional and the def2-TZVPD basis.

```
111
C30H42BF18O18PS (the ωB97M-V functional and the def2-TZVPD basis)
C -1.964 -0.767 -1.116
C -0.672 -0.120 -0.721
O -0.555 0.915 -0.153
O 0.481 -0.758 -1.183
C 0.697 -2.109 -0.942
O 0.382 -2.938 -1.730
C 1.402 -2.373 0.368
B 0.355 -2.959 1.379
P -0.887 -1.864 2.232
C -1.728 -2.813 3.547
O 0.020 -0.730 3.003
S 0.409 -4.845 1.586
C -1.188 -5.531 1.236
O 0.732 -5.023 2.991
O 1.314 -5.408 0.608
H -2.275 -0.318 -2.059
H -2.707 -0.517 -0.366
H -1.889 -1.843 -1.245
H 1.866 -1.460 0.742
H 2.164 -3.130 0.169
H -2.176 -2.116 4.255
H -1.051 -3.476 4.085
H -2.527 -3.397 3.091
H -0.526 0.023 3.253
H -1.022 -6.556 0.911
H -1.650 -4.936 0.448
H -1.807 -5.502 2.130
C 3.967 -6.409 3.116
C 3.390 -6.216 4.500
O 3.774 -7.301 5.384
C 4.988 -7.232 5.898
O 5.808 -6.377 5.736
C 5.225 -8.445 6.830
F 4.837 -9.589 6.259
F 4.525 -8.288 7.964
F 6.511 -8.548 7.145
H 3.666 -7.374 2.707
H 3.596 -5.627 2.455
H 5.056 -6.369 3.131
H 2.305 -6.244 4.477
H 3.703 -5.271 4.941
C 2.709 2.766 -0.458
C 3.067 1.300 -0.459
O 4.425 1.083 0.004
C 4.598 1.092 1.312
O 3.771 1.236 2.164
C 6.088 0.832 1.641
F 6.896 1.590 0.894
F 6.389 -0.452 1.416
F 6.332 1.102 2.922
H 3.421 3.334 -1.058
H 1.711 2.891 -0.878
H 2.709 3.170 0.554
H 3.054 0.889 -1.465
H 2.381 0.724 0.158
C 8.593 2.623 4.935
C 7.858 3.570 4.014
O 7.898 4.928 4.519
C 9.012 5.600 4.294
O 9.988 5.227 3.712
C 8.880 7.031 4.869
F 8.381 7.017 6.108
F 8.056 7.754 4.096
F 10.063 7.633 4.898
H 8.186 2.683 5.944
H 8.482 1.601 4.573
H 9.655 2.862 4.975
H 6.800 3.331 3.964
H 8.268 3.553 3.004
C -4.797 6.371 -0.660
C -4.159 5.497 -1.714
O -4.033 4.126 -1.260
C -5.122 3.387 -1.320
O -6.225 3.717 -1.645
C -4.770 1.926 -0.953
F -3.993 1.854 0.129
F -4.113 1.367 -1.985
F -5.869 1.213 -0.732
H -4.233 6.320 0.272
H -4.807 7.405 -1.003
H -5.823 6.065 -0.461
H -3.139 5.803 -1.925
H -4.719 5.496 -2.648
C -3.381 0.412 -7.588
C -3.082 0.005 -6.165
O -2.330 1.032 -5.468
C -3.030 2.051 -5.009
O -4.211 2.228 -5.092
C -2.103 3.031 -4.252
F -0.995 3.307 -4.940
F -1.746 2.496 -3.077
F -2.750 4.171 -4.013
H -2.459 0.651 -8.119
H -3.877 -0.409 -8.105
H -4.035 1.282 -7.619
H -2.437 -0.870 -6.126
H -3.991 -0.205 -5.602
C -7.135 1.509 -4.045
C -8.619 1.234 -4.047
O -9.029 0.578 -5.276
C -8.799 -0.719 -5.347
O -8.306 -1.425 -4.516
C -9.305 -1.262 -6.705
F -8.912 -0.485 -7.720
F -10.644 -1.307 -6.707
F -8.844 -2.490 -6.916
H -6.846 2.093 -4.918
H -6.869 2.069 -3.150
H -6.569 0.577 -4.055
H -9.196 2.155 -4.030
H -8.922 0.616 -3.203
```

Output
**LUMO**: -1.67 eV
**SMILES**: CC(=O)OC(=O)CB(P(C)O)S(C)(=O)=O.CCOC(=O)C(F)(F)F.CCOC(=O)C(F)(F)F.CCOC(=O)C(F)(F)F.CCOC(=O)C(F)(F)F.CCOC(=O)C(F)(F)F.CCOC(=O)C(F)(F)F
**Charge**: 0


3.
This record from the OMol25 dataset describes the molecule C9H20BNO5 at a distorted geometry. The level of theory is the ωB97M-V functional and the def2-TZVPD basis.

```
36
C9H20BNO5 (the ωB97M-V functional and the def2-TZVPD basis)
N -1.390 0.092 2.711
C -0.887 0.583 1.417
C -1.746 1.810 0.933
C -1.657 2.157 -0.582
C -1.490 3.631 -0.778
O -0.229 4.034 -0.192
C -0.975 -0.581 0.387
C -0.080 -1.772 0.711
C 0.307 -2.484 -0.590
C 1.497 -1.787 -1.318
B 2.286 -2.839 -2.252
O 3.373 -2.433 -3.001
O 1.871 -4.184 -2.321
C 0.580 0.967 1.557
O 1.191 1.468 0.645
O 1.160 0.634 2.761
H -0.806 -0.641 3.101
H -1.358 0.879 3.328
H -2.781 1.657 1.248
H -1.398 2.680 1.478
H -0.771 1.680 -0.979
H -2.511 1.712 -1.124
H -1.491 3.918 -1.828
H -2.273 4.210 -0.278
H 0.283 3.238 0.053
H -2.031 -0.867 0.218
H -0.586 -0.208 -0.554
H -0.572 -2.509 1.393
H 0.848 -1.421 1.169
H -0.534 -2.593 -1.281
H 0.624 -3.501 -0.365
H 1.194 -0.938 -1.928
H 2.233 -1.434 -0.568
H 3.607 -1.453 -2.990
H 2.444 -4.723 -2.902
H 2.068 1.020 2.724
```

Output
**LUMO**: 0.37 eV
**SMILES**: N[C@](CCCO)(CCCCB(O)O)C(=O)O
**Charge**: 0
**Energy relative to the best compared isomer or geometry (same formula, charge and spin)**: 0.0 kcal per mole


| no. | total energy (eV) |
| --- | --- |
| 1 | -51978.8238 |
| 2 | -138363.6668 |
| 3 | -22064.6054 |